Below is a structure of composition C62H73N3P2RbSSi3, with properties calculated with ωB97M-V/def2-TZVPD.

- orbital gap (eV) = 5.209
- E_HOMO (Ha) = -0.1184
- E (eV) = -123655.20684

Structure (ORCA input):
```
! wB97M-V def2-TZVPD RIJCOSX def2/J DEFGRID3
* xyz -1 1
Rb 0.13 -0.48 -0.45
C -2.97 -0.34 2.52
Si -2.03 -1.99 2.63
C -0.53 -1.52 3.70
C -3.11 -3.06 3.76
C -1.58 -2.73 1.05
Si -0.13 -3.82 1.04
C 1.53 -2.89 1.17
C -0.09 -5.11 2.43
C 0.11 -4.85 -0.53
Si -2.92 -3.27 -0.03
C -3.56 -5.04 0.24
C -4.53 -2.27 0.08
C -2.40 -3.23 -1.88
C -2.79 -4.22 -2.78
C -2.29 -4.22 -4.07
C -1.43 -3.20 -4.45
C -1.12 -2.22 -3.52
N -1.57 -2.24 -2.27
H -3.11 0.08 3.52
H -3.96 -0.43 2.07
H -2.40 0.40 1.94
H -0.88 -1.11 4.65
H 0.06 -0.74 3.21
H 0.13 -2.35 3.92
H -3.34 -2.56 4.71
H -2.60 -4.01 4.00
H -4.06 -3.32 3.28
H 1.47 -2.02 1.83
H 1.88 -2.56 0.19
H 2.32 -3.54 1.57
H -0.10 -4.66 3.43
H 0.80 -5.74 2.36
H -0.97 -5.76 2.36
H 0.12 -4.23 -1.44
H -0.65 -5.63 -0.67
H 1.08 -5.35 -0.46
H -3.81 -5.16 1.29
H -2.82 -5.80 -0.01
H -4.47 -5.25 -0.35
H -5.08 -2.52 1.00
H -5.17 -2.52 -0.77
H -4.38 -1.19 0.11
H -3.46 -5.01 -2.46
H -2.56 -5.00 -4.77
H -0.99 -3.16 -5.44
H -0.43 -1.40 -3.75
C 1.49 2.16 3.07
C 1.83 1.26 1.87
P 3.46 0.38 1.72
C 4.50 1.71 1.03
C 5.28 1.38 -0.08
C 6.05 2.34 -0.73
C 6.03 3.65 -0.28
C 5.25 4.00 0.82
C 4.50 3.04 1.47
C 3.98 0.30 3.48
C 3.18 -0.43 4.36
C 3.53 -0.57 5.69
C 4.70 0.00 6.16
C 5.52 0.70 5.29
C 5.17 0.85 3.96
C 0.71 3.39 2.62
P -0.73 3.01 1.49
C -2.16 3.38 2.57
C -2.16 2.90 3.88
C -3.27 3.07 4.70
C -4.39 3.72 4.21
C -4.40 4.20 2.91
C -3.30 4.03 2.09
C -0.67 4.48 0.40
C -0.46 4.27 -0.96
C -0.33 5.36 -1.82
C -0.40 6.65 -1.33
C -0.61 6.86 0.03
C -0.74 5.78 0.89
H 2.39 2.48 3.60
H 0.92 1.58 3.80
H 1.79 1.86 0.95
H 1.03 0.53 1.78
H 5.27 0.36 -0.46
H 6.63 2.07 -1.60
H 6.61 4.41 -0.80
H 5.23 5.02 1.17
H 3.90 3.32 2.33
H 2.26 -0.89 4.00
H 2.88 -1.12 6.36
H 4.98 -0.11 7.20
H 6.45 1.14 5.65
H 5.81 1.41 3.29
H 1.37 4.03 2.02
H 0.37 3.99 3.47
H -1.30 2.36 4.26
H -3.25 2.68 5.71
H -5.26 3.85 4.85
H -5.28 4.70 2.52
H -3.31 4.40 1.08
H -0.40 3.27 -1.36
H -0.15 5.18 -2.87
H -0.29 7.49 -2.00
H -0.67 7.87 0.42
H -0.91 5.95 1.95
C 6.39 -2.65 -3.38
C 6.01 -1.32 -3.51
C 4.67 -0.96 -3.40
C 3.68 -1.92 -3.17
C 4.08 -3.25 -3.05
C 5.41 -3.62 -3.16
C 2.25 -1.56 -3.02
C 1.69 -0.35 -3.01
C 2.12 0.98 -3.19
C 2.44 1.82 -2.09
C 2.74 3.16 -2.25
C 2.71 3.76 -3.50
C 2.38 2.96 -4.60
C 2.09 1.62 -4.46
H 7.43 -2.94 -3.46
H 6.76 -0.56 -3.69
H 4.39 0.08 -3.50
H 3.32 -4.00 -2.87
H 5.70 -4.66 -3.05
H 1.61 -2.44 -2.86
H 2.48 1.39 -1.09
H 2.99 3.75 -1.37
H 2.94 4.81 -3.62
H 2.35 3.40 -5.59
H 1.82 1.03 -5.33
N -3.43 0.72 -1.61
C -2.92 0.74 -2.87
S -1.45 1.44 -3.22
N -3.68 0.19 -3.85
C -4.89 -0.53 -3.73
C -5.04 -1.71 -4.45
C -6.21 -2.43 -4.37
C -7.25 -1.99 -3.56
C -7.11 -0.81 -2.85
C -5.94 -0.07 -2.94
H -2.78 0.97 -0.89
H -4.06 -0.04 -1.38
H -3.17 0.08 -4.72
H -4.21 -2.07 -5.05
H -6.31 -3.36 -4.93
H -8.17 -2.57 -3.48
H -7.92 -0.45 -2.23
H -5.86 0.87 -2.42
*
```

Results of the Mulliken charge analysis, in e, for atoms 1 through 4: -0.0527, -0.4188, -0.2655, -0.5954